[1]
{
  "formula": "C3H6N2",
  "method": "ωB97M-V/def2-TZVPD",
  "elements": ["C", "C", "N", "C", "N", "H", "H", "H", "H", "H", "H"],
  "xyz": [[1.768, -0.725, 0.100], [0.395, -0.180, -0.147], [-0.624, -0.291, 0.603], [-3.076, 2.367, -1.001], [-2.515, 1.504, -0.439], [2.498, 0.092, 0.085], [1.831, -1.242, 1.062], [2.049, -1.421, -0.699], [0.255, 0.386, -1.074], [-1.971, 0.773, 0.041], [-0.425, -0.826, 1.451]],
  "e_above_lowest_kj_mol": 150.5,
  "total_energy_ha": -227.36750,
  "e_homo_ev": -10.689,
  "lumo_ev": 0.77,
  "homo_lumo_gap_ev": 11.46
}

[2]
{
  "formula": "C3H6N2",
  "method": "ωB97M-V/def2-TZVPD",
  "elements": ["C", "C", "N", "N", "C", "H", "H", "H", "H", "H", "H"],
  "xyz": [[1.179, -0.030, 0.501], [0.231, 0.717, -0.384], [-1.162, 0.756, 0.074], [-1.139, -0.743, 0.230], [0.208, -0.698, -0.459], [0.808, -0.039, 1.573], [2.108, 0.209, 0.157], [0.559, 1.360, -1.106], [-1.430, 1.226, 0.964], [-1.742, -1.286, -0.358], [0.380, -1.472, -1.193]],
  "e_above_lowest_kj_mol": 385.9,
  "total_energy_ha": -227.27787,
  "e_homo_ev": -8.231,
  "lumo_ev": 1.24,
  "homo_lumo_gap_ev": 9.47,
  "smiles": "C1[C@@H]2NN[C@H]12"
}

[3]
{
  "formula": "C3H6N2",
  "method": "ωB97M-V/def2-TZVPD",
  "elements": ["C", "N", "N", "C", "C", "H", "H", "H", "H", "H", "H"],
  "xyz": [[-0.860, -1.690, 0.071], [-0.238, -0.775, 0.792], [-0.497, 0.456, 0.108], [0.656, 1.467, 0.224], [0.673, 0.597, -0.992], [-1.187, -1.923, -0.931], [-0.387, -2.816, 0.513], [1.327, 1.212, 0.963], [0.574, 2.499, 0.169], [0.521, 1.243, -1.965], [1.473, -0.228, -0.871]],
  "e_above_lowest_kj_mol": 496.1,
  "total_energy_ha": -227.23587,
  "e_homo_ev": -9.233,
  "lumo_ev": 0.69,
  "homo_lumo_gap_ev": 9.92,
  "smiles": "C=NN1CC1"
}

[4]
{
  "formula": "C3H6N2",
  "method": "ωB97M-V/def2-TZVPD",
  "elements": ["C", "N", "N", "C", "C", "H", "H", "H", "H", "H", "H"],
  "xyz": [[-1.678, 0.149, 0.064], [-1.107, -0.835, -0.482], [0.256, -0.808, -0.699], [0.975, 0.473, -0.553], [1.043, -0.499, 0.511], [-2.762, 0.137, -0.001], [-1.227, 0.947, 0.623], [1.792, 0.564, -1.233], [0.408, 1.387, -0.406], [1.922, -1.167, 0.734], [0.378, -0.348, 1.443]],
  "e_above_lowest_kj_mol": 334.6,
  "total_energy_ha": -227.29738,
  "e_homo_ev": -8.983,
  "lumo_ev": 1.10,
  "homo_lumo_gap_ev": 10.08,
  "smiles": "C=NN1CC1"
}

[5]
{
  "formula": "C3H6N2O",
  "method": "ωB97M-V/def2-TZVPD",
  "elements": ["N", "C", "O", "N", "C", "C", "H", "H", "H", "H", "H", "H"],
  "xyz": [[-1.717, -0.766, 0.007], [-1.013, 0.391, -0.149], [-1.484, 1.525, 0.058], [0.257, 0.168, -0.657], [1.317, 0.924, 0.021], [1.176, -0.621, 0.196], [-1.367, -1.573, -0.407], [-2.730, -0.670, -0.049], [2.108, 1.306, -0.633], [1.011, 1.707, 0.765], [1.818, -1.343, -0.295], [0.625, -1.048, 1.143]],
  "e_above_lowest_kj_mol": 157.9,
  "total_energy_ha": -302.63296,
  "e_homo_ev": -9.842,
  "lumo_ev": 0.93,
  "homo_lumo_gap_ev": 10.78,
  "smiles": "NC(=O)N1CC1"
}

[6]
{
  "formula": "C3H6N2O",
  "method": "ωB97M-V/def2-TZVPD",
  "elements": ["C", "N", "C", "N", "C", "O", "H", "H", "H", "H", "H", "H"],
  "xyz": [[1.378, 0.377, 0.623], [0.448, 0.620, -0.423], [-0.494, -0.183, -0.829], [-0.532, -1.518, -0.876], [-0.965, 0.990, -0.034], [-1.154, 0.839, 1.275], [1.808, -0.626, 0.560], [2.133, 1.160, 0.684], [-0.169, 0.538, 1.537], [-1.366, -1.996, -1.177], [0.322, -2.056, -0.820], [-1.410, 1.855, -0.520]],
  "e_above_lowest_kj_mol": 480.2,
  "total_energy_ha": -302.51019,
  "e_homo_ev": -7.365,
  "lumo_ev": 0.55,
  "homo_lumo_gap_ev": 7.91
}

[7]
{
  "formula": "C3H6N2O",
  "method": "ωB97M-V/def2-TZVPD",
  "elements": ["C", "C", "C", "N", "N", "O", "H", "H", "H", "H", "H", "H"],
  "xyz": [[-0.190, 0.147, -0.263], [-1.169, -0.747, 0.458], [-0.254, 1.484, -0.215], [0.824, -0.455, -0.950], [2.531, 0.308, 0.718], [2.339, -0.446, -0.128], [-0.654, -1.620, 0.860], [-1.942, -1.094, -0.229], [-1.644, -0.213, 1.276], [-1.011, 1.984, 0.360], [0.457, 2.093, -0.741], [0.714, -1.441, -1.145]],
  "e_above_lowest_kj_mol": 583.2,
  "total_energy_ha": -302.47096,
  "e_homo_ev": [-8.140, -8.140],
  "lumo_ev": [-0.15, -0.15],
  "homo_lumo_gap_ev": [7.99, 7.99]
}

[8]
{
  "formula": "C3H6N2O",
  "method": "ωB97M-V/def2-TZVPD",
  "elements": ["N", "C", "C", "O", "C", "N", "H", "H", "H", "H", "H", "H"],
  "xyz": [[1.174, -0.535, -0.808], [-0.036, 0.061, -1.409], [-0.888, -0.335, 1.538], [0.391, -0.233, 1.718], [-1.554, 0.766, 2.243], [-2.259, 1.642, 2.535], [1.449, -1.376, -1.298], [1.966, 0.098, -0.827], [0.023, 1.153, -1.423], [-0.190, -0.266, -2.440], [-0.905, -0.223, -0.811], [0.830, -0.752, 0.982]],
  "e_above_lowest_kj_mol": 387.4,
  "total_energy_ha": -302.54553,
  "e_homo_ev": -9.206,
  "lumo_ev": -0.33,
  "homo_lumo_gap_ev": 8.88
}

[9]
{
  "formula": "C3H6N2O",
  "method": "ωB97M-V/def2-TZVPD",
  "elements": ["N", "C", "N", "C", "O", "H", "H", "C", "H", "H", "H", "H"],
  "xyz": [[-1.286, -1.143, -0.627], [-0.795, -0.225, -0.011], [-0.662, 0.815, 0.641], [-1.905, 1.473, 0.365], [-2.001, 2.624, 0.072], [-0.797, -1.746, -1.255], [-2.748, 0.747, 0.412], [2.055, -0.519, -0.004], [2.139, -1.596, 0.153], [3.001, -0.026, 0.215], [1.775, -0.302, -1.042], [1.322, -0.107, 0.676]],
  "e_above_lowest_kj_mol": 248.7,
  "total_energy_ha": -302.59838,
  "e_homo_ev": -10.489,
  "lumo_ev": 0.37,
  "homo_lumo_gap_ev": 10.85,
  "smiles": "N=C=NC=O.C"
}

[10]
{
  "formula": "C3H6N2O",
  "method": "ωB97M-V/def2-TZVPD",
  "elements": ["H", "N", "C", "C", "H", "H", "H", "H", "N", "C", "O", "H"],
  "xyz": [[-0.167, -2.339, 0.395], [-0.361, -1.405, -0.024], [-1.379, -0.694, 0.023], [-1.297, 0.548, -0.732], [-2.271, -0.838, 0.471], [-2.278, 0.959, -0.643], [-0.912, 0.388, -1.679], [-0.608, 1.226, -0.340], [1.831, 0.438, 0.245], [2.760, 0.711, 0.891], [3.720, 1.197, 1.302], [0.962, -0.192, 0.091]],
  "e_above_lowest_kj_mol": 206.0,
  "total_energy_ha": -302.61465,
  "e_homo_ev": -10.201,
  "lumo_ev": 0.77,
  "homo_lumo_gap_ev": 10.97,
  "smiles": "[H]/N=C/C.N=C=O"
}

[11]
{
  "formula": "C3H6N2O",
  "method": "ωB97M-V/def2-TZVPD",
  "elements": ["H", "N", "C", "N", "O", "C", "C", "H", "H", "H", "H", "H"],
  "xyz": [[1.370, 0.178, 1.476], [1.046, -0.869, 1.501], [0.255, -1.101, 0.454], [-0.430, -0.268, -0.454], [-0.355, -0.701, -1.729], [-0.044, 1.140, -0.354], [-0.351, 1.774, 0.781], [-0.055, -2.239, 0.289], [-1.342, -0.887, -1.858], [0.632, 1.520, -1.235], [-1.275, 1.294, 1.414], [0.036, 2.823, 1.138]],
  "e_above_lowest_kj_mol": 477.6,
  "total_energy_ha": -302.51117,
  "e_homo_ev": -9.030,
  "lumo_ev": 0.76,
  "homo_lumo_gap_ev": 9.79,
  "smiles": "[H]/N=C\\N(O)C=C"
}

[12]
{
  "formula": "C3H6N2O",
  "method": "ωB97M-V/def2-TZVPD",
  "elements": ["C", "C", "N", "C", "N", "O", "H", "H", "H", "H", "H", "H"],
  "xyz": [[-0.314, -1.090, 0.784], [-1.395, -0.597, -0.751], [-0.464, 0.056, 0.014], [0.474, 1.003, -0.439], [1.535, 1.142, 0.403], [0.260, 1.674, -1.425], [2.172, 1.899, 0.224], [1.720, 0.447, 1.107], [-0.556, -1.033, 1.841], [0.152, -1.982, 0.393], [-1.189, -0.824, -1.792], [-2.395, -0.695, -0.359]],
  "e_above_lowest_kj_mol": 283.8,
  "total_energy_ha": -302.58500,
  "e_homo_ev": -8.937,
  "lumo_ev": 0.64,
  "homo_lumo_gap_ev": 9.57
}

[13]
{
  "formula": "C3H6N2O",
  "method": "ωB97M-V/def2-TZVPD",
  "elements": ["C", "C", "C", "N", "N", "O", "H", "H", "H", "H", "H", "H"],
  "xyz": [[-1.539, 1.251, -0.076], [-2.249, -1.048, -0.119], [1.849, 0.126, 0.068], [-0.243, 1.220, -0.158], [0.385, 0.148, -0.385], [-2.409, 0.235, 0.086], [-2.165, 2.186, 0.112], [-1.220, -1.498, -0.459], [-2.821, -1.575, 0.693], [2.334, -0.679, -0.363], [2.190, 1.080, -0.252], [1.974, 0.031, 1.075]],
  "e_above_lowest_kj_mol": 581.8,
  "total_energy_ha": -302.47151,
  "e_homo_ev": [-8.099, -8.253],
  "lumo_ev": [-0.27, 0.31],
  "homo_lumo_gap_ev": [7.83, 8.56]
}

[14]
{
  "formula": "C3H6N2O",
  "method": "ωB97M-V/def2-TZVPD",
  "elements": ["N", "C", "C", "O", "C", "N", "H", "H", "H", "H", "H", "H"],
  "xyz": [[-0.499, -0.149, 1.568], [0.704, -0.193, 0.898], [-0.009, -0.232, -1.325], [-1.331, -0.047, -1.019], [0.626, 1.030, -1.609], [1.209, 1.993, -1.897], [-0.915, -1.047, 1.774], [-1.178, 0.488, 1.164], [1.203, 0.767, 0.788], [1.368, -0.990, 1.239], [0.596, -0.734, -0.384], [-1.776, -0.885, -1.197]],
  "e_above_lowest_kj_mol": 454.7,
  "total_energy_ha": -302.51990,
  "e_homo_ev": [-8.153, -8.152],
  "lumo_ev": [0.24, 0.24],
  "homo_lumo_gap_ev": [8.39, 8.39]
}

[15]
{
  "formula": "C3H6N2O",
  "method": "ωB97M-V/def2-TZVPD",
  "elements": ["N", "C", "O", "N", "C", "C", "H", "H", "H", "H", "H", "H"],
  "xyz": [[1.423, -0.495, -0.940], [0.568, -0.866, 0.002], [0.993, -1.588, 0.962], [-0.684, -0.250, -0.287], [-0.521, 1.112, 0.062], [-1.392, 0.309, 0.850], [1.196, -0.142, -1.743], [1.891, -1.494, -1.334], [-0.664, 2.036, -0.558], [0.524, 1.188, 0.651], [-2.572, 0.123, 0.650], [-0.762, 0.067, 1.683]],
  "e_above_lowest_kj_mol": 395.6,
  "total_energy_ha": -302.54242,
  "e_homo_ev": -10.132,
  "lumo_ev": 0.86,
  "homo_lumo_gap_ev": 10.99,
  "smiles": "NC(=O)N1CC1"
}

[16]
{
  "formula": "C3H6N2O",
  "method": "ωB97M-V/def2-TZVPD",
  "elements": ["N", "C", "N", "H", "H", "C", "C", "O", "H", "H", "H", "H"],
  "xyz": [[-1.056, -1.556, 0.224], [-2.025, -1.171, -0.415], [-2.922, -0.843, -1.188], [-0.620, -0.890, 0.866], [-3.877, -0.972, -0.879], [1.761, 0.464, -0.309], [1.135, 1.173, 0.855], [0.236, 0.730, 1.538], [1.208, -0.442, -0.566], [2.793, 0.202, -0.046], [1.813, 1.135, -1.174], [1.556, 2.170, 1.096]],
  "e_above_lowest_kj_mol": 159.5,
  "total_energy_ha": -302.63233,
  "e_homo_ev": -10.031,
  "lumo_ev": 0.90,
  "homo_lumo_gap_ev": 10.93,
  "smiles": "N=C=N.CC=O"
}

[17]
{
  "formula": "C3H6N2O",
  "method": "ωB97M-V/def2-TZVPD",
  "elements": ["N", "C", "C", "N", "C", "O", "H", "H", "H", "H", "H", "H"],
  "xyz": [[2.316, -0.621, -1.433], [1.532, -0.464, -0.596], [0.419, -0.204, 0.353], [0.459, 1.121, 0.948], [-0.857, -0.482, -0.469], [-2.032, -0.463, 0.294], [0.471, -0.936, 1.165], [1.192, 1.165, 1.649], [0.683, 1.826, 0.252], [-0.888, 0.236, -1.299], [-0.743, -1.482, -0.904], [-2.552, 0.304, 0.040]],
  "e_above_lowest_kj_mol": 143.5,
  "total_energy_ha": -302.63845,
  "e_homo_ev": -10.429,
  "lumo_ev": 0.69,
  "homo_lumo_gap_ev": 11.12,
  "smiles": "N#C[C@@H](N)CO"
}

[18]
{
  "formula": "C3H6N2O",
  "method": "ωB97M-V/def2-TZVPD",
  "elements": ["C", "N", "C", "C", "O", "N", "H", "H", "H", "H", "H", "H"],
  "xyz": [[0.450, 0.288, -0.298], [1.267, -0.885, -0.271], [-1.565, 0.070, -0.296], [-0.871, 0.118, 0.979], [1.222, 1.409, -0.326], [-0.671, 0.356, -1.189], [2.083, 1.182, 0.048], [1.715, -0.999, -1.178], [0.721, -1.712, -0.070], [-2.583, -0.221, -0.528], [-0.796, 1.097, 1.441], [-0.972, -0.702, 1.686]],
  "e_above_lowest_kj_mol": 260.7,
  "total_energy_ha": -302.59382,
  "e_homo_ev": -8.980,
  "lumo_ev": 0.94,
  "homo_lumo_gap_ev": 9.92
}

[19]
{
  "formula": "C3H6N2O",
  "method": "ωB97M-V/def2-TZVPD",
  "elements": ["O", "N", "C", "C", "C", "N", "H", "H", "H", "H", "H", "H"],
  "xyz": [[2.496, 0.045, 0.743], [1.186, 0.250, 0.340], [0.387, -0.670, 0.793], [-0.948, -0.229, 0.147], [-0.935, 0.219, -1.290], [-1.180, 1.056, -0.180], [2.533, -0.676, 1.482], [0.673, -1.467, 1.362], [-2.018, -0.795, 0.285], [-1.775, 0.043, -1.959], [-0.010, 0.527, -1.720], [-0.409, 1.698, -0.003]],
  "e_above_lowest_kj_mol": 518.5,
  "total_energy_ha": -302.49561,
  "e_homo_ev": -8.604,
  "lumo_ev": 0.72,
  "homo_lumo_gap_ev": 9.33,
  "smiles": "O/N=C/[C@@H]1CN1"
}

[20]
{
  "formula": "C3H6N2O",
  "method": "ωB97M-V/def2-TZVPD",
  "elements": ["C", "C", "N", "C", "N", "H", "H", "H", "H", "O", "H", "H"],
  "xyz": [[-0.469, -1.226, -1.257], [-1.714, -1.091, -1.854], [-2.155, 0.182, -1.476], [-1.227, 0.663, -0.614], [-0.106, -0.079, -0.619], [0.135, -2.123, -1.370], [-2.288, -1.502, -2.693], [-2.917, 0.771, -1.821], [-1.417, 1.560, 0.013], [4.155, 1.025, 4.353], [4.412, 1.510, 3.521], [5.118, 0.786, 4.545]],
  "e_above_lowest_kj_mol": 158.9,
  "total_energy_ha": -302.63256,
  "e_homo_ev": -8.699,
  "lumo_ev": 0.92,
  "homo_lumo_gap_ev": 9.62,
  "smiles": "c1c[nH]cn1.O"
}